Entry 1:
Entry from the OMol25 dataset: a molecular structure, C16H13INNdO7S2 (ωB97M-V with the def2-TZVPD basis set).

The geometry in XYZ format:
```
41
Properties=species:S:1:pos:R:3:mulliken_spin:R:1
Nd 0.0325 0.8753 0.5611 3.01
O 3.7845 1.2426 -1.3509 0.00
S 2.5864 1.6091 -0.6768 0.00
O 1.3147 1.2537 -1.3693 0.00
O 2.3877 1.0566 0.6891 0.00
C 2.6067 3.4045 -0.4413 0.00
C 3.7300 3.9934 -0.9830 0.00
C 4.0002 5.3568 -0.8509 0.00
C 3.1293 6.1477 -0.1448 0.00
C 1.9813 5.5735 0.4037 0.00
C 1.6891 4.2318 0.2744 0.00
S 0.0759 3.8000 0.9658 0.00
O -0.5228 4.9914 1.4677 0.00
O 0.2920 2.7210 1.9795 0.00
O -0.6247 3.0990 -0.1326 0.00
H 4.4353 3.3729 -1.5156 0.00
H 4.8949 5.7671 -1.2978 0.00
H 3.3111 7.2049 -0.0130 0.00
H 1.2855 6.2031 0.9395 0.00
N -4.6492 0.5985 -0.2164 0.00
C -3.4051 0.1213 -0.2789 0.00
O -2.4558 0.7403 0.2095 0.00
C -3.1810 -1.1675 -1.0222 0.00
I -4.3430 -2.7887 -0.2931 0.00
H -4.8155 1.4522 0.2919 0.00
H -5.4279 0.0269 -0.5007 0.00
H -2.1446 -1.4732 -0.8887 0.00
H -3.4407 -1.0475 -2.0722 0.00
C -0.4242 -1.5709 0.8744 0.00
C -0.4307 -2.7826 0.7296 0.00
C -0.4599 -4.2066 0.6040 0.00
C -0.3900 -4.7869 -0.6682 0.00
C -0.4381 -6.1608 -0.8190 0.00
C -0.5573 -6.9795 0.2956 0.00
C -0.6263 -6.4119 1.5589 0.00
C -0.5786 -5.0380 1.7156 0.00
H -0.2909 -4.1414 -1.5314 0.00
H -0.3807 -6.5903 -1.8102 0.00
H -0.5950 -8.0539 0.1804 0.00
H -0.7186 -7.0432 2.4325 0.00
H -0.6366 -4.6010 2.7036 0.00
```

## Properties
LUMO (spin up / spin down) = -0.178 / -0.168 eV
HOMO (spin up / spin down) = -8.21 / -8.22 eV
Total charge = 0
Kohn-Sham gap (spin up / spin down) = 8.03 / 8.05 eV
Energy = -77675.369 eV
Max |F| = 1.65 eV Å⁻¹
ΔE to the lowest compared entry with this formula, charge and spin = 0.0000 eV
2S+1 = 4



Entry 2:
Entry from the OMol25 dataset: a molecular structure, C4H7N2 (ωB97M-V with the def2-TZVPD basis set).

The geometry in XYZ format:
```
13
Properties=species:S:1:pos:R:3:nbo_charge:R:1
C -1.7014 -0.0283 0.1697 0.15
C -0.5980 -1.0709 -0.0236 -0.31
C 1.0045 0.8752 0.5878 -0.22
C -0.0167 1.2490 -0.4147 0.12
N -1.3293 1.1659 -0.0142 -0.39
N 0.5283 -0.1715 -0.3361 -0.40
H -2.7000 -0.4082 0.4090 0.24
H -0.4629 -1.5624 0.8766 0.25
H -0.7185 -1.9426 -0.8118 0.27
H 2.0199 1.0741 0.5217 0.26
H 0.5892 0.9949 1.5825 0.27
H 0.0791 1.8581 -1.6986 0.29
H 1.0072 -0.3562 -1.2163 0.46
```

## Properties
LUMO = -3.797 eV
HOMO = -15.64 eV
Total charge = +1
Kohn-Sham gap = 11.84 eV
Energy = -7231.468 eV
Max |F| = 5.09 eV Å⁻¹
ΔE to the lowest compared entry with this formula, charge and spin = 4.2700 eV



Entry 3:
Entry from the OMol25 dataset: a molecular structure, C44H24AuI6N4 (ωB97M-V with the def2-TZVPD basis set).

The geometry in XYZ format:
```
79
Properties=species:S:1:pos:R:3:lowdin_charge:R:1
Au 0.0138 -0.1999 0.1952 1.46
I -0.6303 -8.6159 3.6572 0.90
C -0.9258 -6.8428 2.5677 -0.70
C -1.8386 -5.8925 3.0199 -0.13
C -2.0047 -4.7193 2.3280 0.00
C -1.2891 -4.4588 1.1357 -0.15
C -0.3542 -5.4371 0.7181 0.00
C -0.1693 -6.5972 1.4242 -0.13
C -1.3637 -3.2137 0.4621 -0.02
C -0.5381 -2.9525 -0.6993 -0.24
C -0.4330 -3.7226 -1.8726 0.00
C 0.4378 -3.0634 -2.7113 0.03
C 0.8814 -1.9136 -2.0246 -0.26
C 1.9319 -1.0650 -2.3549 -0.08
C 2.5377 -1.1171 -3.6959 -0.22
C 1.9100 -0.3585 -4.6783 -0.01
C 2.4689 -0.2625 -5.9357 -0.13
C 3.6444 -0.9441 -6.2104 -0.70
I 4.5062 -0.7802 -8.1340 0.87
C 4.2608 -1.7266 -5.2471 -0.13
C 3.7064 -1.8061 -3.9824 -0.02
C 2.4226 -0.0820 -1.4976 -0.21
N 1.7503 0.4157 -0.4138 -0.06
C 2.5117 1.4115 0.1264 -0.21
C 2.0676 2.3116 1.0930 -0.06
C 3.0222 3.3356 1.5483 -0.21
C 3.4795 3.3777 2.8619 -0.01
C 4.4710 4.2699 3.2267 -0.14
C 4.9833 5.1529 2.2893 -0.70
I 6.5651 6.4516 2.8132 0.87
C 4.4909 5.1654 0.9932 -0.14
C 3.5238 4.2531 0.6260 -0.04
C 0.7109 2.4037 1.4544 -0.21
C 0.0877 3.5499 2.0125 0.04
C -1.2637 3.3488 1.9408 0.04
C -1.4681 2.0542 1.4039 -0.21
N -0.2455 1.4961 1.1160 -0.06
C -2.6836 1.3708 1.3242 -0.07
C -2.7755 -0.0072 1.1493 -0.24
C -3.8929 -0.8159 1.4791 0.02
C -3.4991 -2.1213 1.3554 0.01
C -2.1606 -2.1153 0.8869 -0.22
N -1.7401 -0.8286 0.7681 -0.06
C -3.9595 2.1078 1.4601 -0.22
C -4.5777 2.3086 2.6866 -0.03
C -5.8170 2.9189 2.7599 -0.13
C -6.4435 3.3269 1.5947 -0.71
I -8.3709 4.1830 1.6694 0.87
C -5.8277 3.1518 0.3670 -0.14
C -4.5940 2.5348 0.2992 -0.04
C 3.7502 1.4763 -0.5828 0.03
C 3.6691 0.5921 -1.6150 0.04
N 0.2295 -1.8510 -0.8078 -0.07
H -2.4018 -6.0646 3.9237 0.10
H -2.6697 -3.9696 2.7206 0.10
H 0.2495 -5.2580 -0.1574 0.11
H 0.5687 -7.3143 1.0983 0.10
H -0.9678 -4.6311 -2.0670 0.13
H 0.7516 -3.3627 -3.6897 0.13
H 0.9889 0.1552 -4.4372 0.10
H 1.9879 0.3343 -6.6933 0.10
H 5.1626 -2.2709 -5.4805 0.10
H 4.1784 -2.4041 -3.2182 0.13
H 3.0930 2.6840 3.5933 0.12
H 4.8586 4.2579 4.2322 0.10
H 4.8684 5.8651 0.2654 0.10
H 3.1308 4.2567 -0.3801 0.13
H 0.6095 4.4181 2.3612 0.12
H -2.0440 4.0177 2.2418 0.12
H -4.8420 -0.4410 1.8079 0.13
H -4.1009 -2.9952 1.5074 0.12
H -4.0884 1.9646 3.5839 0.13
H -6.3005 3.0553 3.7142 0.10
H -6.3198 3.4799 -0.5327 0.10
H -4.1172 2.3768 -0.6560 0.08
H 4.5650 2.1275 -0.3349 0.12
H 4.4000 0.4110 -2.3787 0.12
I -2.0937 0.1918 -2.9948 0.11
I -4.6355 -0.3423 -2.3798 0.15
```

## Properties
LUMO (spin up / spin down) = -4.736 / -4.726 eV
HOMO (spin up / spin down) = -9.64 / -9.64 eV
Total charge = +1
Kohn-Sham gap (spin up / spin down) = 4.91 / 4.92 eV
Energy = -104268.460 eV
Max |F| = 2.10 eV Å⁻¹
ΔE to the lowest compared entry with this formula, charge and spin = 1.2156 eV



Entry 4:
Entry from the OMol25 dataset: 3 unconnected molecules or ions with the total composition C7H20IN2O3P2 (ωB97M-V with the def2-TZVPD basis set).

The geometry in XYZ format:
```
35
Properties=species:S:1:pos:R:3:nbo_charge:R:1
C -5.1506 -0.8414 -2.1407 -0.94
P -3.6003 -0.3614 -2.9266 0.60
P -3.8970 0.7983 -4.7979 0.76
O -5.2276 -0.0716 -5.1952 -1.00
I -4.7602 2.7316 -3.6318 -0.05
H -5.0454 -1.8379 -1.7131 0.28
H -5.3421 -0.1292 -1.3385 0.29
H -5.9566 -0.8230 -2.8715 0.28
H -2.8646 -1.5028 -3.2683 0.04
H -2.8127 0.3901 -2.0164 0.16
H -5.4430 0.0015 -6.1328 0.52
C -1.7227 1.4493 0.4280 0.55
O -2.5243 1.1383 -0.4594 -0.73
N -0.4060 1.3367 0.3289 -0.38
C 0.4968 1.7240 1.4051 -0.41
C 0.1780 0.8055 -0.8925 -0.42
H -2.0676 1.8576 1.3863 0.14
H 1.1596 2.5189 1.0608 0.21
H 1.1104 0.8708 1.6857 0.25
H -0.0799 2.0881 2.2529 0.21
H -0.0846 1.4326 -1.7463 0.20
H -0.1830 -0.2077 -1.0779 0.20
H 1.2573 0.7713 -0.7745 0.25
C 3.3786 -1.2952 1.6313 0.54
O 2.8315 -0.3325 1.1113 -0.68
N 4.3057 -1.2060 2.5943 -0.41
C 4.9295 -2.3783 3.1757 -0.40
C 4.6992 0.1134 3.0623 -0.42
H 3.1501 -2.3314 1.3374 0.11
H 4.7385 -2.4267 4.2488 0.20
H 6.0083 -2.3629 3.0138 0.20
H 4.5223 -3.2738 2.7101 0.21
H 3.8425 0.6470 3.4743 0.21
H 5.1041 0.7064 2.2423 0.22
H 5.4561 0.0006 3.8341 0.21
```

## Properties
LUMO = -3.194 eV
HOMO = -11.48 eV
Total charge = +1
Kohn-Sham gap = 8.29 eV
Energy = -43379.009 eV
Max |F| = 0.26 eV Å⁻¹



Entry 5:
Entry from the OMol25 dataset: a single C8H10F3NO3 molecule (ωB97M-V with the def2-TZVPD basis set).

The geometry in XYZ format:
```
25
Properties=species:S:1:pos:R:3:nbo_charge:R:1
N -0.8580 1.7379 4.1375 -0.59
C -0.7687 0.6190 3.5596 0.14
C 0.4309 0.3097 2.7284 -0.47
C 0.0469 -0.0952 1.3247 -0.32
C 1.2198 -0.2640 0.3462 -0.42
C 0.5894 0.1386 -1.0040 0.07
C 0.8860 -0.7221 -2.2352 -0.09
O -0.2615 -1.4604 -2.6562 -0.50
C -0.8199 -1.0508 -3.8120 1.17
F 0.0767 -0.9787 -4.8124 -0.33
F -1.3810 0.1686 -3.7037 -0.32
F -1.7700 -1.9346 -4.1584 -0.31
O -0.8042 0.3336 -0.7596 -0.51
C -0.8171 0.8667 0.5159 0.80
O -1.3751 1.8884 0.8254 -0.51
H -1.7289 1.7991 4.6581 0.33
H -1.5542 -0.1274 3.6497 0.15
H 1.0477 1.1955 2.6805 0.23
H 0.9937 -0.4802 3.2140 0.23
H -0.5325 -1.0135 1.2814 0.23
H 1.6767 -1.2374 0.3771 0.22
H 1.9268 0.5140 0.5993 0.21
H 0.9584 1.1341 -1.2475 0.18
H 1.2838 -0.0960 -3.0168 0.21
H 1.6285 -1.4552 -1.9552 0.20
```

## Properties
SMILES = [H]/N=C/C[C@@H]1C[C@@H](COC(F)(F)F)OC1=O
LUMO = 0.601 eV
HOMO = -10.10 eV
Total charge = 0
Kohn-Sham gap = 10.70 eV
Energy = -24242.753 eV
Max |F| = 1.62 eV Å⁻¹
ΔE to the lowest compared entry with this formula, charge and spin = 0.4029 eV



Entry 6:
Entry from the OMol25 dataset: 2 unconnected molecules or ions with the total composition C5H14 (ωB97M-V with the def2-TZVPD basis set).

The geometry in XYZ format:
```
19
Properties=species:S:1:pos:R:3:nbo_charge:R:1
C 2.0084 0.8587 -1.2065 -0.61
C 2.8135 -0.3303 -1.6906 -0.61
H 2.1685 1.7804 -1.7512 0.21
H 0.9545 0.6160 -1.2592 0.20
H 2.1344 0.9748 -0.1335 0.20
H 2.6997 -1.1889 -1.0285 0.20
H 3.8893 -0.1396 -1.6522 0.20
H 2.5662 -0.7014 -2.6882 0.20
C -1.9777 0.2278 1.2687 -0.40
C -1.0112 -0.7095 2.0043 -0.61
C -2.0381 -0.0380 -0.2350 -0.61
H -2.9690 0.1552 1.7233 0.20
H -1.7703 1.2954 1.4081 0.20
H -0.0794 -0.1959 2.2097 0.21
H -3.0177 0.1551 -0.6586 0.21
H -0.8750 -1.6631 1.5129 0.21
H -1.3747 -0.8445 3.0309 0.21
H -1.2159 0.3183 -0.8471 0.21
H -2.0000 -1.1135 -0.4166 0.20
```

## Properties
SMILES = CCC.CC
LUMO = 1.114 eV
HOMO = -11.19 eV
Total charge = 0
Kohn-Sham gap = 12.30 eV
Energy = -5411.594 eV
Max |F| = 1.74 eV Å⁻¹
ΔE to the lowest compared entry with this formula, charge and spin = 0.4560 eV